Here is a cluster of 12 separate species, C46H56Cl12F48O6 in total in a non-equilibrium geometry from the Open Molecules 2025 dataset. Energies are from ωB97M-V/def2-TZVPD.

Output
SMILES string = FC(F)C(F)(F)COC(F)(F)C(F)F.FC(F)C(F)(F)COC(F)(F)C(F)F.FC(F)C(F)(F)COC(F)(F)C(F)F.FC(F)C(F)(F)COC(F)(F)C(F)F.FC(F)C(F)(F)COC(F)(F)C(F)F.FC(F)C(F)(F)COC(F)(F)C(F)F.ClC(Cl)Cl.ClC(Cl)Cl.ClC(Cl)Cl.ClC(Cl)Cl.CCCCCC.CCCCCC
Kohn-Sham gap = 10.79 eV
Electronic energy = -12553.45494 Ha
E_LUMO = 0.310 eV
Highest occupied orbital energy = -10.48 eV
Spin multiplicity = 1
Largest force on an atom = 5.05 eV/Å

Each line ends with the Mulliken charge.
Geometry (Å):
C -2.11 -17.65 -7.88  -0.464
C -2.00 -17.06 -6.41  0.894
C -1.26 -15.73 -6.46  0.007
F -0.92 -15.14 -5.31  -0.303
F -0.20 -15.64 -7.26  -0.219
F -3.20 -16.79 -5.86  -0.289
F -1.36 -18.06 -5.67  -0.215
O -2.78 -16.73 -8.78  -0.456
C -2.48 -16.66 -10.23  0.644
C -2.56 -15.14 -10.72  -0.019
F -2.03 -14.14 -10.04  -0.297
F -2.04 -14.97 -11.97  -0.190
F -1.20 -17.21 -10.29  -0.155
F -3.32 -17.48 -10.89  0.070
H -2.78 -18.51 -7.85  0.515
H -1.18 -18.13 -8.18  0.181
H -1.94 -15.04 -6.95  0.194
H -3.60 -14.84 -10.79  0.174
C 0.34 -20.86 -5.68  -1.031
C 0.89 -20.66 -7.06  1.109
C 0.89 -21.95 -7.91  0.152
F 1.79 -22.83 -7.45  -0.260
F -0.30 -22.46 -8.03  -0.147
F 0.22 -19.82 -7.79  -0.267
F 2.13 -20.10 -6.97  -0.350
O 1.12 -21.85 -4.94  -0.387
C 0.44 -22.54 -3.96  1.008
C 1.24 -23.39 -2.98  -0.007
F 0.54 -24.05 -2.10  -0.279
F 1.96 -24.30 -3.56  -0.194
F -0.17 -21.66 -3.16  -0.292
F -0.39 -23.35 -4.65  -0.182
H -0.65 -21.22 -5.95  0.351
H 0.29 -19.88 -5.22  0.505
H 1.24 -21.77 -8.93  -0.006
H 1.97 -22.81 -2.41  0.210
C -2.14 -23.28 -10.92  -0.737
C -2.66 -24.43 -11.89  1.511
C -4.17 -24.58 -12.04  -0.725
F -4.83 -23.60 -12.69  0.039
F -4.63 -25.76 -12.31  -0.317
F -1.95 -24.39 -13.04  0.072
F -2.21 -25.49 -11.29  -0.247
O -2.41 -22.02 -11.52  0.697
C -3.38 -21.15 -10.95  -0.356
C -3.86 -20.21 -12.06  1.970
F -4.40 -20.90 -13.10  0.188
F -4.79 -19.26 -11.58  -0.365
F -4.47 -21.87 -10.52  -0.308
F -2.76 -20.59 -9.95  -0.026
H -1.06 -23.30 -11.03  -0.167
H -2.39 -23.41 -9.87  0.266
H -4.53 -24.24 -11.07  0.177
H -3.05 -19.59 -12.44  -1.588
C 2.97 -21.58 -13.06  -0.835
C 2.10 -22.19 -14.23  0.925
C 0.65 -22.44 -13.81  0.346
F 0.59 -23.24 -12.72  -0.240
F -0.02 -21.37 -13.54  0.032
F 2.15 -21.48 -15.32  -0.292
F 2.55 -23.34 -14.54  -0.306
O 2.44 -20.27 -12.75  -0.207
C 3.11 -19.51 -11.78  0.849
C 2.12 -18.49 -11.22  0.282
F 1.08 -19.00 -10.64  0.037
F 2.62 -17.68 -10.33  -0.303
F 3.54 -20.22 -10.75  -0.240
F 4.20 -18.94 -12.43  -0.324
H 4.02 -21.50 -13.33  0.467
H 2.89 -22.20 -12.17  0.218
H 0.03 -22.99 -14.51  -0.172
H 1.56 -17.83 -11.88  -0.171
C 0.95 -28.14 -5.93  -0.785
C 2.08 -28.33 -4.83  0.851
C 1.59 -29.18 -3.60  0.164
F 2.63 -29.44 -2.81  -0.274
F 0.66 -28.59 -2.94  -0.227
F 2.99 -29.00 -5.47  -0.310
F 2.51 -27.15 -4.56  -0.249
O 1.32 -27.42 -7.13  -0.417
C 0.40 -26.47 -7.58  0.858
C 1.15 -25.73 -8.73  0.148
F 1.60 -26.48 -9.67  -0.287
F 0.55 -24.79 -9.36  -0.094
F -0.71 -26.98 -7.87  -0.276
F 0.09 -25.63 -6.58  -0.073
H 0.15 -27.67 -5.37  0.206
H 0.50 -29.06 -6.31  0.427
H 1.19 -30.09 -4.04  0.274
H 2.07 -25.30 -8.33  0.093
C -8.56 -21.15 -13.48  -0.629
C -8.09 -21.74 -12.18  1.284
C -9.04 -21.43 -10.93  0.013
F -10.19 -22.16 -10.93  -0.326
F -8.37 -21.64 -9.79  -0.256
F -7.91 -23.12 -12.14  -0.376
F -6.96 -21.19 -11.78  -0.201
O -8.95 -19.81 -13.28  -0.450
C -8.44 -18.83 -14.21  0.726
C -8.91 -17.39 -13.82  0.093
F -8.64 -17.14 -12.53  -0.244
F -8.42 -16.41 -14.54  -0.247
F -7.17 -19.08 -14.20  -0.033
F -8.90 -19.11 -15.40  -0.277
H -9.41 -21.69 -13.88  0.564
H -7.74 -21.44 -14.14  -0.206
H -9.20 -20.35 -10.88  0.250
H -9.99 -17.30 -13.92  0.257
C -6.53 -11.82 -14.18  -1.368
C -5.86 -12.99 -14.94  -0.080
C -4.43 -13.45 -14.64  -0.610
C -3.93 -14.85 -15.25  -0.629
C -4.75 -16.17 -14.90  -0.738
C -5.08 -16.38 -13.37  0.126
H -7.46 -11.67 -14.71  0.389
H -5.99 -10.87 -14.17  0.332
H -6.81 -12.12 -13.17  0.324
H -6.57 -13.82 -14.95  0.048
H -5.89 -12.68 -15.98  0.332
H -4.29 -13.31 -13.57  0.104
H -3.76 -12.63 -14.90  0.545
H -3.78 -14.85 -16.33  0.457
H -2.92 -15.12 -14.96  0.018
H -5.70 -16.03 -15.41  0.207
H -4.31 -17.09 -15.28  0.664
H -5.90 -17.08 -13.20  -0.205
H -4.17 -16.88 -13.02  -0.360
H -5.22 -15.45 -12.83  0.415
C -1.36 -22.13 -17.18  -1.507
C -2.51 -21.97 -16.23  1.525
C -3.91 -22.11 -16.93  -1.446
C -5.03 -22.25 -15.89  1.360
C -6.41 -22.56 -16.56  -0.814
C -6.93 -21.35 -17.26  -1.328
H -1.14 -21.10 -17.45  0.291
H -1.64 -22.86 -17.94  0.388
H -0.43 -22.57 -16.84  0.289
H -2.34 -22.71 -15.45  -0.988
H -2.57 -21.10 -15.57  0.159
H -3.99 -22.88 -17.70  0.454
H -4.14 -21.28 -17.60  0.531
H -4.75 -23.00 -15.15  -0.248
H -5.04 -21.28 -15.39  -0.413
H -6.37 -23.36 -17.30  0.534
H -7.14 -22.86 -15.81  0.372
H -8.01 -21.45 -17.21  0.434
H -6.76 -20.36 -16.84  0.185
H -6.70 -21.28 -18.33  0.404
C -3.56 -26.89 -16.29  -0.087
Cl -3.42 -26.80 -18.11  -0.164
Cl -5.20 -27.19 -15.70  -0.128
Cl -2.98 -25.43 -15.56  0.069
H -2.94 -27.69 -15.87  0.254
C -0.27 -17.35 -14.68  -0.169
Cl -0.94 -18.24 -13.34  -0.097
Cl 0.84 -18.36 -15.63  -0.115
Cl 0.60 -15.87 -14.19  -0.124
H -1.06 -17.13 -15.40  0.369
C 0.14 -26.82 -13.53  0.949
Cl -1.40 -27.65 -13.68  -0.151
Cl 0.67 -26.05 -15.04  -0.126
Cl 1.32 -27.92 -12.85  -0.145
H 0.08 -26.05 -12.76  -0.551
C -3.46 -25.03 -6.30  0.607
Cl -3.29 -25.41 -8.00  -0.054
Cl -2.79 -26.37 -5.30  -0.157
Cl -5.11 -24.66 -5.79  -0.130
H -2.77 -24.26 -5.96  -0.332